Record 1
Density functional theory data (the ωB97M-V functional and the def2-TZVPD basis) for 9 unconnected molecules or ions with the total composition C27H72O27S9.

Results
Electronic energy ... -181961.3084 eV
Structure (SMILES) ... CCOS(C)(=O)=O.CCOS(C)(=O)=O.CCOS(C)(=O)=O.CCOS(C)(=O)=O.CCOS(C)(=O)=O.CCOS(C)(=O)=O.CCOS(C)(=O)=O.CCOS(C)(=O)=O.CCOS(C)(=O)=O
E_HOMO ... -10.76 eV
Gap between HOMO and LUMO ... 10.8889 eV
Net charge ... 0
Spin multiplicity ... 1
Energy above the lowest of the compared OMol25 structures with the same formula, charge and spin ... 162.43 kJ/mol

Element x y z (Å)
O1 2.701 5.589 -0.709
S1 1.508 4.970 -1.272
O2 0.752 3.948 -0.597
O3 0.463 6.064 -1.829
C1 -0.339 6.793 -0.902
C2 0.424 7.624 0.129
C3 2.035 4.339 -2.889
H1 -1.004 6.075 -0.415
H2 -1.006 7.515 -1.377
H3 -0.292 8.240 0.665
H4 1.163 8.241 -0.382
H5 0.991 6.926 0.747
H6 2.448 3.355 -2.676
H7 2.749 4.985 -3.388
H8 1.149 4.206 -3.499
O4 -2.462 -0.555 0.155
S2 -1.356 0.357 0.230
O5 -0.894 0.783 1.529
O6 -0.151 -0.232 -0.674
C4 1.157 0.339 -0.418
C5 1.932 -0.555 0.551
C6 -1.838 1.743 -0.831
H9 1.040 1.376 -0.107
H10 1.740 0.341 -1.343
H11 2.981 -0.270 0.603
H12 1.818 -1.591 0.234
H13 1.464 -0.389 1.525
H14 -2.778 2.159 -0.487
H15 -1.921 1.239 -1.794
H16 -0.992 2.423 -0.883
O7 0.737 2.228 -4.440
S3 -0.070 1.210 -5.039
O8 -0.871 0.360 -4.184
O9 -1.083 1.909 -6.133
C7 -1.977 1.004 -6.773
C8 -3.401 1.515 -6.638
C9 0.996 0.221 -6.121
H17 -1.879 -0.005 -6.375
H18 -1.814 0.997 -7.856
H19 -3.810 1.366 -5.640
H20 -4.102 1.005 -7.310
H21 -3.486 2.518 -7.060
H22 1.979 0.164 -5.658
H23 1.045 0.749 -7.069
H24 0.579 -0.777 -6.226
O10 -8.563 2.744 3.215
S4 -7.674 2.589 2.097
O11 -7.274 3.739 1.332
O12 -6.345 1.879 2.714
C10 -5.126 1.814 1.971
C11 -4.357 3.119 2.107
C12 -8.150 1.206 1.057
H25 -5.293 1.495 0.938
H26 -4.503 1.050 2.435
H27 -4.055 3.174 3.154
H28 -4.905 4.006 1.803
H29 -3.419 3.087 1.545
H30 -8.429 0.384 1.712
H31 -7.349 0.916 0.388
H32 -9.062 1.464 0.518
O13 -6.428 -1.527 1.220
S5 -5.438 -2.248 1.999
O14 -4.494 -1.549 2.827
O15 -6.219 -3.348 2.957
C13 -7.400 -3.867 2.369
C14 -7.859 -5.092 3.150
C15 -4.566 -3.419 0.899
H33 -7.315 -4.282 1.350
H34 -8.147 -3.096 2.163
H35 -8.038 -4.860 4.200
H36 -7.092 -5.864 3.120
H37 -8.744 -5.418 2.603
H38 -3.902 -2.768 0.330
H39 -5.278 -3.957 0.283
H40 -3.989 -4.082 1.538
O16 1.714 -1.501 7.500
S6 2.238 -0.382 6.778
O17 3.431 -0.559 5.967
O18 1.048 0.182 5.843
C16 1.385 0.831 4.610
C17 0.599 2.119 4.456
C18 2.407 1.062 7.890
H41 1.152 0.128 3.804
H42 2.457 0.992 4.489
H43 1.112 2.845 5.091
H44 -0.455 2.016 4.698
H45 0.686 2.452 3.422
H46 3.386 1.076 8.359
H47 1.632 1.069 8.652
H48 2.231 1.899 7.218
O19 4.295 -1.670 -2.376
S7 4.857 -0.378 -2.666
O20 4.448 0.318 -3.868
O21 4.539 0.609 -1.405
C19 4.960 1.983 -1.555
C20 4.505 2.646 -0.282
C21 6.643 -0.435 -2.570
H49 4.553 2.346 -2.500
H50 6.043 2.101 -1.658
H51 4.569 3.733 -0.227
H52 5.005 2.203 0.579
H53 3.439 2.513 -0.063
H54 7.130 0.356 -3.130
H55 6.962 -1.371 -3.035
H56 6.959 -0.526 -1.534
O22 1.052 -3.856 -0.710
S8 -0.274 -4.196 -1.142
O23 -0.501 -5.505 -1.709
O24 -1.370 -3.952 0.058
C22 -1.007 -3.245 1.260
C23 -0.229 -4.152 2.180
C24 -0.961 -2.957 -2.291
H57 -1.936 -2.862 1.685
H58 -0.475 -2.312 1.054
H59 -0.804 -5.008 2.521
H60 0.117 -3.510 2.997
H61 0.696 -4.457 1.691
H62 -0.357 -3.060 -3.192
H63 -0.684 -1.998 -1.855
H64 -2.032 -3.047 -2.414
O25 6.775 -4.604 -2.949
S9 7.606 -4.231 -1.824
O26 8.882 -3.586 -2.035
O27 6.822 -3.291 -0.791
C25 5.486 -3.730 -0.371
C26 5.153 -2.824 0.792
C27 7.947 -5.735 -0.836
H65 5.617 -4.762 -0.039
H66 4.747 -3.605 -1.155
H67 4.178 -3.174 1.154
H68 4.890 -1.851 0.371
H69 5.847 -2.799 1.624
H70 7.912 -5.574 0.241
H71 8.926 -6.144 -1.062
H72 7.139 -6.413 -1.106



Record 2
Density functional theory data (the ωB97M-V functional and the def2-TZVPD basis) for a single C2H7N3 molecule.

Results
Electronic energy ... -6656.1535 eV
Structure (SMILES) ... [H]/N=C\N(C)N
E_HOMO ... -8.60 eV
Gap between HOMO and LUMO ... 9.3925 eV
Net charge ... 0
Spin multiplicity ... 1
Energy above the lowest of the compared OMol25 structures with the same formula, charge and spin ... 173.90 kJ/mol

Element x y z (Å)
C1 -0.069 1.162 0.885
C2 1.161 -0.599 -0.405
H1 -0.607 0.832 1.790
H2 0.957 1.362 1.265
H3 -0.328 2.097 0.433
H4 -1.788 0.089 -0.886
H5 -1.680 -1.113 0.244
H6 2.014 -0.242 0.095
H7 0.288 -1.630 -1.659
N1 -0.029 0.045 0.014
N2 -1.171 -0.512 -0.444
N3 1.252 -1.490 -1.330



Record 3
Density functional theory data (the ωB97M-V functional and the def2-TZVPD basis) for 8 unconnected molecules or ions with the total composition C28H43N2O21.

Results
Electronic energy ... -75704.9289 eV
E_HOMO ... -12.16 eV
Gap between HOMO and LUMO ... 8.5031 eV
Net charge ... +1
Spin multiplicity ... 1

Element x y z (Å)
N1 -1.680 5.769 -4.254
C1 -1.769 4.567 -3.371
C2 -3.254 4.065 -3.404
C3 -3.500 2.628 -2.768
C4 -2.221 1.982 -2.206
N2 -1.433 1.335 -3.019
C5 -0.238 0.769 -2.349
C6 -0.826 0.593 -0.895
C7 -1.600 1.961 -0.777
H1 -1.705 6.623 -3.703
H2 -0.735 5.756 -4.640
H3 -1.022 3.834 -3.734
H4 -1.574 4.926 -2.330
H5 -3.665 4.052 -4.437
H6 -3.846 4.798 -2.807
H7 -4.253 2.747 -1.957
H8 -3.980 1.944 -3.509
H9 -1.732 1.321 -3.990
H10 0.580 1.512 -2.410
H11 -0.066 -0.220 -2.812
H12 -1.635 -0.162 -0.965
H13 -0.021 0.439 -0.156
H14 -0.853 2.794 -0.691
H15 -2.351 2.109 0.020
C8 1.225 -4.128 -2.420
C9 2.269 -4.356 -3.472
O1 2.632 -3.020 -3.843
C10 2.332 -2.214 -2.802
O2 2.662 -1.067 -2.721
O3 1.611 -2.864 -1.862
H16 1.223 -4.906 -1.661
H17 0.221 -4.038 -2.838
H18 3.152 -4.869 -3.085
H19 1.887 -4.909 -4.328
C11 3.339 -7.229 1.378
C12 2.096 -6.387 1.290
O4 1.938 -6.209 -0.119
C13 2.577 -7.238 -0.731
O5 2.495 -7.473 -1.895
O6 3.313 -7.955 0.148
H20 3.326 -7.907 2.230
H21 4.251 -6.629 1.416
H22 1.214 -6.898 1.682
H23 2.203 -5.428 1.794
C14 -2.955 5.428 1.214
C15 -1.882 6.066 2.054
O7 -1.735 5.140 3.130
C16 -2.164 3.934 2.693
O8 -2.023 2.913 3.285
O9 -2.779 4.036 1.485
H24 -2.834 5.636 0.151
H25 -3.961 5.723 1.521
H26 -0.928 6.148 1.526
H27 -2.167 7.049 2.424
C17 0.427 -8.451 -4.109
C18 -0.602 -8.534 -5.202
O10 -1.548 -7.535 -4.819
C19 -0.899 -6.644 -4.034
O11 -1.355 -5.599 -3.683
O12 0.336 -7.087 -3.698
H28 1.431 -8.684 -4.458
H29 0.190 -9.093 -3.258
H30 -0.195 -8.276 -6.183
H31 -1.074 -9.513 -5.261
C20 0.844 2.529 4.885
C21 0.711 2.816 6.353
O13 1.728 1.996 6.929
C22 2.659 1.767 5.967
O14 3.714 1.258 6.161
O15 2.226 2.196 4.752
H32 0.590 3.387 4.265
H33 0.242 1.673 4.569
H34 0.920 3.862 6.594
H35 -0.269 2.554 6.744
C23 3.015 1.869 -3.577
C24 4.060 1.652 -4.634
O16 4.415 2.985 -5.001
C25 4.110 3.792 -3.953
O17 4.428 4.932 -3.868
O18 3.388 3.125 -3.014
H36 3.018 1.088 -2.822
H37 2.007 1.956 -3.997
H38 4.945 1.141 -4.248
H39 3.681 1.099 -5.492
C26 -3.319 1.437 9.659
C27 -2.299 1.210 8.578
O19 -1.934 2.539 8.205
C28 -2.208 3.346 9.265
O20 -1.870 4.480 9.345
O21 -2.916 2.686 10.215
H40 -3.309 0.654 10.416
H41 -4.333 1.536 9.264
H42 -1.410 0.689 8.942
H43 -2.704 0.665 7.726